Entry 1:
Formula: C32H62Br30NO4S2
Source: OMol25
Level of theory: ωB97M-V/def2-TZVPD

```
131
Properties=species:S:1:pos:R:3:forces:R:3
C 2.3795 0.4697 -4.2308 -3.659 5.625 -1.110
C 1.6502 1.5587 -4.4397 4.033 -6.008 1.783
S 0.8228 3.2136 -4.4037 1.749 5.968 -0.872
O 1.0594 3.8695 -5.7820 -1.102 -3.065 3.228
O 1.5508 4.1348 -3.4074 -1.955 -3.623 -1.923
N -0.8296 3.1875 -3.9297 2.534 -3.847 -0.818
S -1.5157 1.6133 -4.0335 -6.541 1.720 -1.952
O -2.0226 1.2520 -5.4412 2.964 0.432 3.497
O -2.7797 1.6398 -3.1479 5.311 2.932 -2.488
H 3.0391 -0.4754 -4.1074 -1.633 2.243 -0.431
H -0.7109 0.5997 -3.4802 -0.111 0.990 -0.623
Br 4.3315 6.0982 -10.5427 0.027 -0.005 -0.094
C 3.1436 5.5076 -9.1123 -0.088 0.185 0.145
C 3.9248 5.0159 -7.9191 -0.143 -0.224 0.227
Br 4.6489 3.2333 -8.2327 0.091 0.109 -0.015
H 2.4843 4.7504 -9.5387 0.185 0.082 0.138
H 2.5553 6.3891 -8.8500 0.107 -0.128 0.033
H 3.2718 4.9079 -7.0495 -0.054 -0.017 -0.137
H 4.7659 5.6595 -7.6579 -0.193 -0.062 -0.138
Br 0.0437 -1.9167 -5.4934 0.001 -0.108 -0.129
C 0.6656 -3.7614 -5.4054 -0.303 0.236 0.125
C 1.9263 -3.8747 -4.5836 0.098 -0.312 -0.046
Br 3.4823 -3.2578 -5.5844 -0.003 0.073 0.095
H 0.7871 -4.1060 -6.4334 0.099 0.024 0.226
H -0.1504 -4.3146 -4.9357 0.181 -0.014 0.002
H 2.1379 -4.9193 -4.3455 -0.075 0.113 -0.060
H 1.8928 -3.2960 -3.6592 -0.089 -0.047 -0.207
Br -0.7175 3.3202 -0.8931 -0.016 0.100 0.384
C 0.0404 3.9263 0.7965 -0.300 -0.087 -0.314
C 1.5481 3.8759 0.7704 0.078 0.092 0.238
Br 2.1936 2.0483 0.9831 0.044 0.075 -0.145
H -0.3977 3.3084 1.5828 0.188 0.090 -0.031
H -0.3094 4.9548 0.9114 0.164 -0.043 0.016
H 1.9669 4.4254 1.6161 -0.048 -0.084 -0.099
H 1.9785 4.2611 -0.1556 -0.195 -0.147 0.056
Br 3.5182 0.6247 4.3525 -0.024 -0.164 -0.043
C 2.0793 -0.5402 3.7414 -0.092 0.036 0.264
C 2.5630 -1.9576 3.5579 -0.139 -0.145 -0.223
Br 3.5934 -2.1464 1.9136 0.062 -0.007 0.107
H 1.6786 -0.0982 2.8277 0.125 -0.104 0.125
H 1.3215 -0.4909 4.5261 0.098 -0.095 -0.074
H 1.7183 -2.6406 3.4438 0.062 0.182 0.029
H 3.1985 -2.3061 4.3736 -0.084 0.208 -0.114
Br -3.5095 -0.4028 -2.3498 -1.590 -3.167 1.326
C -5.4357 -0.4560 -2.6283 0.493 -0.072 -0.049
C -6.1687 -0.3061 -1.3192 -0.320 -0.033 -0.053
Br -6.1271 -1.9627 -0.2925 -0.032 -0.067 -0.004
H -5.6604 -1.3889 -3.1479 -0.114 0.150 0.181
H -5.6532 0.3847 -3.2913 0.019 -0.007 0.133
H -7.2285 -0.1033 -1.4887 0.115 -0.032 -0.004
H -5.7521 0.4744 -0.6804 0.050 -0.162 -0.150
Br -5.2135 -0.4343 3.0034 -0.073 -0.061 0.151
C -5.9026 -2.0762 3.7926 -0.056 0.269 -0.046
C -4.7906 -2.8889 4.4085 -0.026 -0.347 -0.089
Br -3.7573 -3.8174 3.0405 0.098 0.056 0.013
H -6.4425 -2.6076 3.0067 0.178 0.010 0.102
H -6.6113 -1.7497 4.5561 0.128 -0.111 -0.044
H -5.1959 -3.6795 5.0437 0.030 0.119 -0.055
H -4.0872 -2.2904 4.9876 -0.147 -0.112 -0.217
Br 9.2650 8.3452 -6.2894 -0.061 -0.061 0.034
C 8.1522 7.2120 -7.4204 0.216 0.027 -0.058
C 7.0677 8.0125 -8.0985 -0.190 -0.141 -0.099
Br 5.6185 8.4295 -6.8622 0.046 -0.009 0.011
H 7.7665 6.4112 -6.7876 -0.013 0.182 -0.126
H 8.8361 6.7883 -8.1584 -0.148 0.076 0.037
H 6.6011 7.4306 -8.8967 0.064 0.024 0.094
H 7.4211 8.9609 -8.5065 0.033 -0.191 0.092
Br -3.7472 -4.7231 7.8997 0.051 0.115 -0.041
C -4.2096 -3.3050 9.1553 0.020 -0.285 0.124
C -5.5588 -2.7102 8.8349 -0.063 0.286 0.031
Br -5.4490 -1.5064 7.3064 -0.124 0.025 0.265
H -3.3983 -2.5759 9.1259 -0.214 -0.069 -0.057
H -4.2233 -3.7869 10.1350 -0.068 0.080 -0.112
H -5.9130 -2.0898 9.6609 0.104 -0.105 -0.064
H -6.3166 -3.4588 8.5989 0.222 0.058 0.046
Br 6.5595 14.0882 -7.9161 -0.055 0.012 -0.099
C 5.1238 12.9088 -8.5068 -0.010 0.094 0.228
C 5.6199 11.4968 -8.7003 -0.150 -0.073 -0.193
Br 6.6264 11.3222 -10.3613 0.056 -0.014 0.076
H 4.7043 13.3473 -9.4134 0.119 -0.156 0.121
H 4.3780 12.9487 -7.7104 0.103 -0.092 -0.095
H 4.7816 10.8047 -8.8024 0.098 0.122 0.054
H 6.2716 11.1535 -7.8958 -0.152 0.162 -0.111
Br -5.8504 -6.5993 0.7351 0.096 -0.014 0.142
C -4.9902 -7.7284 2.0702 -0.044 -0.001 -0.346
C -5.9684 -8.1573 3.1368 0.118 -0.022 0.200
Br -6.3220 -6.7109 4.3956 -0.116 -0.025 -0.037
H -4.1410 -7.1666 2.4632 -0.208 -0.058 0.034
H -4.6220 -8.5939 1.5153 -0.079 0.048 0.132
H -5.5490 -8.9640 3.7422 -0.004 0.075 -0.106
H -6.9327 -8.4738 2.7368 0.203 0.108 -0.004
Br -3.5353 2.6256 2.4795 -0.023 0.146 0.042
C -4.0296 4.5084 2.5698 0.067 -0.198 -0.283
C -2.9900 5.3122 3.3121 -0.103 0.234 0.096
Br -3.1320 5.0459 5.2384 0.086 -0.023 -0.047
H -5.0195 4.5564 3.0259 0.231 0.048 0.007
H -4.0974 4.8342 1.5297 0.080 0.010 0.128
H -3.1501 6.3818 3.1609 -0.015 -0.150 -0.019
H -1.9667 5.0596 3.0305 -0.227 -0.050 0.010
Br 1.4418 -7.4448 -6.9273 0.085 0.032 0.112
C 2.2286 -8.6043 -5.5726 -0.024 -0.069 -0.284
C 1.2015 -9.0273 -4.5509 0.076 -0.023 0.279
Br 0.8230 -7.5888 -3.2907 -0.067 -0.058 -0.088
H 3.0708 -8.0623 -5.1397 -0.206 -0.094 0.007
H 2.6036 -9.4697 -6.1226 -0.078 0.067 0.114
H 1.5823 -9.8478 -3.9390 0.007 0.104 -0.116
H 0.2486 -9.3220 -4.9928 0.211 0.103 -0.010
Br 0.1261 -4.0018 5.5847 0.067 0.030 -0.005
C 1.8041 -4.2871 6.5341 -0.230 -0.228 -0.068
C 1.7884 -3.6172 7.8861 0.245 0.141 0.131
Br 2.0528 -1.6924 7.7237 -0.077 -0.069 -0.025
H 2.6033 -3.9282 5.8837 -0.119 -0.015 0.208
H 1.8887 -5.3704 6.6420 0.013 0.144 0.050
H 2.6213 -3.9676 8.4993 -0.091 -0.001 -0.126
H 0.8549 -3.7657 8.4309 0.125 -0.023 -0.201
Br -5.9441 -8.6886 8.6372 0.117 -0.006 -0.038
C -4.7560 -8.9711 7.1183 -0.181 0.199 -0.017
C -4.8942 -10.3698 6.5688 0.211 -0.097 -0.069
Br -3.9773 -11.6681 7.6980 -0.109 -0.006 -0.039
H -3.7455 -8.7375 7.4572 -0.162 -0.151 -0.062
H -5.0643 -8.2334 6.3748 0.012 -0.115 0.064
H -4.4093 -10.4498 5.5934 -0.026 0.068 0.124
H -5.9306 -10.6994 6.4821 0.160 0.144 0.076
Br 3.1083 4.3701 4.1766 0.166 0.120 0.099
C 4.7284 4.0386 5.2073 -0.230 -0.159 -0.131
C 4.6546 4.6883 6.5675 0.232 0.062 0.114
Br 4.9629 6.6100 6.4518 -0.084 -0.050 0.045
H 5.5667 4.3914 4.6048 -0.142 0.004 0.180
H 4.7868 2.9524 5.3024 -0.012 0.141 0.066
H 5.4478 4.3123 7.2172 -0.084 0.006 -0.128
H 3.6914 4.5497 7.0606 0.139 -0.006 -0.195
```
Positions in Å, forces in eV/Å.

## Properties
DFT total energy: -79628.844874 a.u.
spin multiplicity: 1
total charge: -1

Entry 2:
Formula: C20H23N5O
Source: OMol25
Level of theory: ωB97M-V/def2-TZVPD

```
49
Properties=species:S:1:pos:R:3:forces:R:3
C 5.4634 0.6225 1.0080 0.072 0.161 0.148
O 5.0528 -0.4076 0.1400 -0.078 -0.209 -0.201
C 3.7604 -0.8154 0.1796 -0.221 -0.174 -0.044
C 2.7912 -0.3077 1.0388 0.333 0.056 0.027
C 1.4928 -0.7775 0.9762 -0.132 -0.319 -0.158
C 1.1454 -1.7436 0.0470 0.859 0.034 0.255
N -0.1712 -2.2448 -0.0369 -1.354 0.110 -0.326
N -0.4323 -3.4949 0.3852 1.172 -0.317 0.496
N -1.6527 -3.7292 0.1686 -0.337 -0.868 0.224
N -2.2481 -2.6939 -0.4009 -0.393 0.797 -0.502
C -1.3421 -1.7501 -0.5348 0.494 -0.415 0.161
C -1.6175 -0.4160 -1.1860 -0.073 0.147 -0.309
C -0.4152 0.4866 -1.1432 -0.027 0.283 -0.115
C 0.6605 0.2496 -1.9918 -0.081 0.208 -0.042
C 1.7865 1.0469 -1.9418 -0.008 -0.069 -0.116
C 1.8423 2.0947 -1.0372 -0.015 0.139 0.024
C 0.7638 2.3517 -0.2142 0.019 -0.015 -0.044
C -0.3786 1.5588 -0.2631 -0.016 -0.105 -0.092
C -1.5760 1.9248 0.5612 -0.256 -0.092 -0.023
C -2.6814 0.8526 0.6329 0.061 0.386 0.381
C -2.3699 -0.1590 1.7500 -0.073 0.098 -0.182
C -3.9836 1.5738 1.0051 0.221 -0.172 -0.121
N -2.8048 0.2595 -0.6978 0.154 0.071 -0.179
C -4.0278 -0.4651 -0.9807 -0.250 -0.006 0.144
C 2.1192 -2.2901 -0.7835 -0.106 0.099 0.192
C 3.4123 -1.8262 -0.7202 0.172 0.112 0.106
H 5.3668 0.3262 2.0571 -0.013 0.015 -0.037
H 6.5133 0.7981 0.7797 -0.077 0.026 0.054
H 4.8952 1.5417 0.8345 0.007 -0.030 0.017
H 3.0310 0.4530 1.7635 0.055 0.097 0.041
H 0.7546 -0.3780 1.6537 -0.077 0.006 0.023
H -1.8234 -0.6566 -2.2416 0.078 0.062 0.198
H 0.6086 -0.5656 -2.6999 0.001 -0.116 -0.062
H 2.6160 0.8536 -2.6047 0.092 -0.029 -0.057
H 2.7207 2.7217 -0.9894 0.085 0.059 0.009
H 0.7956 3.1848 0.4740 0.002 0.102 0.080
H -2.0052 2.8241 0.1080 -0.043 0.015 0.066
H -1.2637 2.1914 1.5738 -0.030 0.033 0.038
H -1.3515 -0.5298 1.6783 0.075 -0.091 0.067
H -2.4877 0.3150 2.7221 0.019 0.062 0.100
H -3.0514 -1.0052 1.6990 -0.021 -0.109 0.035
H -4.7647 0.8662 1.2678 -0.134 -0.048 0.035
H -3.8047 2.2145 1.8660 0.027 0.036 0.088
H -4.3241 2.1935 0.1796 -0.055 0.084 -0.096
H -3.9721 -0.8403 -2.0012 -0.039 -0.066 -0.028
H -4.8742 0.2144 -0.9200 -0.061 0.008 -0.036
H -4.1979 -1.3226 -0.3213 -0.077 0.063 -0.080
H 1.8506 -3.0726 -1.4767 -0.048 -0.066 -0.073
H 4.1790 -2.2279 -1.3626 0.099 -0.056 -0.085
```
Positions in Å, forces in eV/Å.

## Properties
DFT total energy: -1124.899520 a.u.
spin multiplicity: 1
total charge: 0
energy above the lowest of the compared OMol25 structures with the same formula, charge and spin: 3.247 eV

Entry 3:
Formula: C15H26CaGeO2
Source: OMol25
Level of theory: ωB97M-V/def2-TZVPD

```
45
Properties=species:S:1:pos:R:3:forces:R:3
Ca -1.9814 -1.4627 1.2411 -1.068 0.333 0.402
C -3.7400 -1.7269 2.8692 -1.071 -0.001 0.953
C -4.6053 -1.9453 1.7943 -0.259 -0.244 0.401
C -5.0874 -0.8674 1.0596 0.003 0.042 -0.076
C -4.6846 0.4259 1.3700 -0.056 0.002 -0.044
C -3.7928 0.6501 2.4156 0.070 0.046 0.215
C -3.3227 -0.4233 3.1734 -0.442 0.081 0.727
H -3.4978 -2.5448 3.5473 0.119 0.064 -0.180
H -4.9792 -2.9441 1.5900 0.106 0.072 0.001
H -5.8285 -1.0306 0.2880 0.093 -0.026 -0.064
H -5.1320 1.2660 0.8538 0.121 -0.014 -0.079
H -3.5570 1.6682 2.7129 0.101 -0.146 -0.101
H -2.7533 -0.2367 4.0846 0.030 -0.061 -0.273
O -2.6290 -1.8077 -0.7783 -0.946 -0.974 -0.422
C -1.8528 -1.0368 -1.2919 0.241 0.018 -2.599
O -1.2325 -0.1332 -0.6101 1.601 0.669 1.075
H -1.6605 -1.0729 -2.3814 -0.045 0.063 0.283
C 5.2656 -1.1635 -1.2487 -0.089 0.153 0.110
C 3.7918 -0.7885 -1.1912 -0.028 -0.212 0.046
C 2.8802 -1.9824 -1.4745 0.302 0.266 0.132
C 1.4413 -1.5807 -1.6675 -0.497 0.726 0.746
Ge 0.7551 -0.2577 -0.1628 -1.139 -0.654 0.764
C 0.8304 1.4977 1.0055 0.177 -0.995 -0.539
C 0.1548 2.5889 0.2130 -0.183 0.004 -0.408
C 0.7328 2.7122 -1.1990 -0.028 -0.081 0.205
C 2.2135 3.0632 -1.2346 -0.161 -0.138 -0.094
H 5.8930 -0.3177 -0.9790 0.061 0.016 -0.012
H 5.5339 -1.4802 -2.2536 0.039 -0.015 -0.080
H 5.4843 -1.9790 -0.5670 0.066 -0.125 0.112
H 3.5988 0.0054 -1.9194 -0.111 0.072 0.057
H 3.5411 -0.4046 -0.1824 0.070 0.084 -0.127
H 2.9754 -2.7236 -0.6796 0.007 -0.033 -0.039
H 3.2085 -2.4564 -2.4050 -0.087 -0.082 0.024
H 0.7517 -2.4289 -1.6439 -0.087 0.203 0.071
H 1.3026 -0.9985 -2.5857 -0.117 0.053 0.177
H -0.1484 -1.6515 1.4416 2.817 0.888 -1.181
H 1.8943 1.6896 1.1558 -0.080 -0.162 0.093
H 0.3404 1.2703 1.9579 0.199 -0.179 -0.201
H 0.3108 3.5344 0.7425 -0.069 -0.053 0.076
H -0.9255 2.4006 0.1653 0.190 0.156 0.017
H 0.1728 3.4660 -1.7534 -0.085 -0.174 -0.074
H 0.5748 1.7359 -1.7110 -0.074 0.239 -0.144
H 2.4034 3.9801 -0.6844 0.057 0.102 0.099
H 2.5266 3.2233 -2.2615 0.125 0.006 -0.084
H 2.8336 2.2697 -0.8176 0.130 0.009 0.037
```
Positions in Å, forces in eV/Å.

## Properties
DFT total energy: -3491.597981 a.u.
spin multiplicity: 1
total charge: +2
energy above the lowest of the compared OMol25 structures with the same formula, charge and spin: 2.432 eV

Entry 4:
Formula: C6H11N
Source: OMol25
Level of theory: ωB97M-V/def2-TZVPD

```
18
Properties=species:S:1:pos:R:3:forces:R:3
C -2.7112 0.5070 -0.2464 1.644 -2.924 -0.511
C -1.3835 0.3843 -0.5612 -0.391 1.284 1.386
C -0.2621 -0.1469 0.2618 0.763 -1.736 1.177
N -0.5901 -0.4851 1.6139 0.004 0.456 -1.827
C 1.0594 -0.2301 -0.2054 -2.579 1.543 1.029
C 2.2562 0.0796 0.6627 -1.239 1.039 -0.823
C 1.2431 -0.1744 -1.6688 -1.813 -0.581 -0.855
H -3.3387 1.3224 -0.5881 0.020 -0.382 -0.243
H -3.1271 -0.4921 0.1106 -0.034 1.877 0.367
H -0.8941 1.1319 -1.1422 -0.323 0.829 -0.857
H -1.4857 -0.3313 2.0588 0.428 0.301 -0.463
H 0.1880 -0.7421 2.1625 0.351 -0.328 0.764
H 3.0494 -0.5733 0.6164 1.802 -1.899 -0.576
H 1.9810 0.0520 1.6630 -0.566 0.202 2.048
H 2.7204 1.0709 0.4982 -0.573 -0.157 -0.324
H 2.2759 -0.1389 -1.8426 1.461 0.213 -0.774
H 0.8361 -1.1170 -2.1337 0.431 0.984 0.169
H 0.7142 0.6952 -2.1562 0.614 -0.723 0.314
```
Positions in Å, forces in eV/Å.

## Properties
DFT total energy: -289.875795 a.u.
spin multiplicity: 1
total charge: 0
energy above the lowest of the compared OMol25 structures with the same formula, charge and spin: 2.609 eV

Entry 5:
Formula: C6H11N2
Source: OMol25
Level of theory: ωB97M-V/def2-TZVPD

```
19
Properties=species:S:1:pos:R:3:forces:R:3
C -0.9678 1.7188 -1.6363 0.759 -0.963 1.093
C -0.1456 0.8776 -2.2234 1.535 -0.458 1.432
C 0.6039 0.9339 0.8197 -1.708 -1.756 1.465
C -1.6225 -0.6296 -0.4650 0.441 -0.275 -3.517
C 1.0912 0.1567 1.9041 -1.495 0.936 1.240
C -0.7015 0.4868 -0.9022 0.207 1.217 -1.778
N 2.0453 -0.7454 1.8490 2.518 -2.128 -0.951
N -1.0933 -1.9572 -0.5430 -1.200 0.024 -0.546
H -1.3609 2.7012 -1.5332 -0.401 0.448 -0.260
H 0.7442 0.7326 -2.8945 -1.552 0.038 0.448
H -0.0098 1.7418 1.0910 -0.946 0.744 0.782
H 1.2627 1.2739 0.1443 2.770 0.589 -2.423
H -1.8911 -0.4984 0.5200 -1.309 0.782 1.918
H -2.4349 -0.4603 -1.2867 0.769 -0.662 1.901
H 0.5994 0.3604 2.9734 1.297 -0.747 -2.406
H 2.5413 -1.1248 0.9510 -1.624 1.596 1.925
H 2.5227 -1.1868 2.6706 -1.275 0.878 -0.756
H -0.2996 -2.0758 0.0134 1.251 -0.252 1.183
H -0.8838 -2.3055 -1.4522 -0.036 -0.012 -0.750
```
Positions in Å, forces in eV/Å.

## Properties
DFT total energy: -344.295808 a.u.
spin multiplicity: 1
total charge: +1
energy above the lowest of the compared OMol25 structures with the same formula, charge and spin: 5.968 eV

Entry 6:
Formula: C12H16
Source: OMol25
Level of theory: ωB97M-V/def2-TZVPD

```
28
Properties=species:S:1:pos:R:3:forces:R:3
C 3.8287 0.7796 -0.0505 -1.464 0.165 -3.532
C 2.4096 1.0344 -0.5275 -1.053 0.817 -2.241
C 1.3537 0.2580 -0.1624 -0.308 1.914 -0.758
C 1.7879 -0.7058 0.8049 -3.522 -3.048 -1.441
C 1.2450 -1.9378 0.8326 0.179 -0.229 0.070
C 0.2975 -2.3491 -0.2234 1.132 0.763 0.746
C -0.2945 -1.3717 -0.8758 -0.896 1.518 -1.495
C -0.1444 0.0934 -0.5340 -0.386 0.478 0.703
C -1.2953 0.8660 -0.3045 3.535 -2.709 0.312
C -1.3185 2.1789 0.4076 -2.863 -0.954 -0.027
C -2.6411 0.2764 -0.6193 -1.430 2.418 -1.182
C -3.1653 -0.7150 0.3357 1.057 0.164 2.617
H 4.5027 1.2630 -0.7408 0.335 0.665 0.400
H 4.1064 -0.2243 -0.0644 0.234 -1.825 0.186
H 3.7371 1.1255 0.8857 1.135 1.518 3.695
H 2.3991 1.8957 -1.2629 -0.700 -1.110 0.828
H 2.4358 -0.3362 1.4673 2.492 0.659 2.791
H 1.5109 -2.6432 1.5974 0.222 -0.234 0.230
H 0.1490 -3.3493 -0.5725 0.127 -0.555 0.272
H -0.8720 -1.6242 -1.7553 -0.429 0.044 0.021
H -1.7975 2.1300 1.4521 0.140 -0.211 -1.650
H -1.9893 2.6793 -0.3230 0.469 1.056 1.073
H -0.4076 2.6303 0.5981 1.936 0.939 -0.281
H -3.3492 1.1930 -0.6767 0.788 -1.536 -0.256
H -2.7065 -0.2790 -1.5551 0.514 0.630 -0.516
H -2.3056 -1.3417 0.5677 -0.453 -0.715 0.048
H -4.0156 -1.2377 0.0038 -0.844 -0.881 -0.726
H -3.4608 -0.2885 1.2952 0.052 0.261 0.114
```
Positions in Å, forces in eV/Å.

## Properties
DFT total energy: -466.703586 a.u.
spin multiplicity: 1
total charge: 0
energy above the lowest of the compared OMol25 structures with the same formula, charge and spin: 1.943 eV